A molecular structure, C40H44Br2N8O8STl, computed with ωB97M-V/def2-TZVPD.

Geometry as XYZ:
```
104
Properties=species:S:1:pos:R:3:lowdin_charge:R:1
Tl 1.2920 0.1637 1.2504 0.905
O -2.3985 -1.1462 4.3847 0.108
C -1.6023 -0.4543 3.5481 -0.467
O -1.3979 -0.8330 2.4205 0.042
C -1.0616 0.7800 4.1662 -0.202
C -1.7133 1.3860 5.2379 -0.003
C -1.1451 2.5292 5.7808 -0.052
C 0.0187 3.0203 5.2245 0.009
C 0.5947 2.3541 4.1374 -0.156
N 0.0670 1.2502 3.6428 0.136
C 1.8761 2.9534 3.4676 -0.666
O 2.2456 4.0296 3.9431 -0.017
O 2.3736 2.3051 2.5349 -0.125
H -2.7144 -1.9453 3.9347 0.132
H -2.6442 0.9858 5.6108 0.110
H -1.6166 3.0217 6.6203 0.102
H 0.5019 3.9188 5.5803 0.112
Br 4.5214 -3.7552 -1.3856 0.695
C 4.5347 -3.4106 0.4886 -0.605
C 5.5122 -3.9896 1.2659 -0.205
C 5.5377 -3.7474 2.6218 -0.639
Br 6.9054 -4.6086 3.6579 0.673
C 4.6009 -2.9004 3.2336 -0.202
C 4.5823 -2.5706 4.6059 -0.046
C 3.6378 -1.7013 5.0871 -0.057
C 2.6953 -1.1723 4.1977 -0.142
N 2.6773 -1.4815 2.9257 0.050
C 3.5905 -2.3117 2.4143 -0.142
C 3.4916 -2.5899 0.9810 -0.468
O 2.5657 -2.1621 0.2614 -0.188
H 6.2453 -4.6402 0.8102 0.086
H 5.3218 -3.0103 5.2656 0.069
H 3.6143 -1.4210 6.1307 0.097
H 1.9283 -0.4828 4.5276 0.093
O -6.6363 1.2730 -1.0568 -0.052
C -6.4034 2.6282 -0.9145 -0.261
N -4.9829 2.9467 -0.9371 0.097
C -4.0664 2.1799 -0.2943 -0.423
O -4.3998 1.1913 0.3483 0.049
C -2.6565 2.6085 -0.4205 -0.128
C -2.1677 3.4849 -1.3883 -0.024
C -0.8133 3.7661 -1.4081 -0.049
C 0.0067 3.1884 -0.4460 -0.128
N -0.4538 2.3527 0.4657 0.024
C -1.7337 2.0507 0.4663 -0.112
H -6.0469 0.8365 -0.4065 0.064
H -6.8423 3.0113 0.0286 0.130
H -6.8809 3.1346 -1.7595 0.127
H -4.6847 3.7925 -1.3893 0.121
H -2.8084 3.9246 -2.1414 0.106
H -0.4073 4.4246 -2.1609 0.099
H 1.0694 3.3861 -0.3970 0.105
H -2.0635 1.3186 1.1911 0.110
C -4.9223 -2.5639 -3.3801 -0.092
C -5.1818 -2.1099 -1.9469 -0.221
C -3.9367 -2.2176 -1.0651 -0.179
N -2.8604 -1.4513 -1.6585 0.009
C -1.5606 -1.3895 -1.2986 -0.826
S -0.6806 -0.0766 -1.7847 0.697
N -1.0030 -2.4000 -0.5535 0.131
C -1.1805 -3.7603 -0.6919 -0.421
O -0.9543 -4.5338 0.2096 0.119
C -1.6088 -4.2112 -2.0506 -0.156
C -1.0402 -3.6542 -3.1906 -0.013
C -1.4081 -4.1155 -4.4414 -0.067
C -2.3576 -5.1162 -4.5650 -0.093
C -2.9054 -5.6922 -3.4305 -0.097
C -2.5158 -5.2598 -2.1772 -0.037
H -5.7928 -2.3654 -4.0013 0.070
H -4.7074 -3.6287 -3.4142 0.056
H -4.0695 -2.0364 -3.8018 0.070
H -5.9718 -2.7190 -1.5024 0.111
H -5.5309 -1.0752 -1.9507 0.092
H -3.6407 -3.2615 -0.9661 0.099
H -4.1617 -1.8227 -0.0660 0.124
H -3.1697 -0.5948 -2.1022 0.110
H -0.2876 -2.1121 0.1146 0.107
H -0.2900 -2.8846 -3.0935 0.114
H -0.9495 -3.6911 -5.3218 0.104
H -2.6633 -5.4489 -5.5464 0.100
H -3.6355 -6.4828 -3.5277 0.102
H -2.9111 -5.7256 -1.2863 0.121
C 3.8468 4.6277 -0.1300 -0.067
C 4.7617 3.6485 -0.8695 -0.211
N 4.0738 2.6672 -1.6879 -0.098
C 3.9570 2.9363 -3.1023 -0.227
C 2.7336 3.7867 -3.4633 -0.071
C 3.5939 1.5063 -1.1200 -0.449
C 3.1209 0.4168 -2.0384 -0.029
N 3.5469 1.2439 0.1190 0.094
H 4.4455 5.4238 0.3098 0.073
H 3.3114 4.1253 0.6710 0.055
H 3.1259 5.0770 -0.8094 0.054
H 5.3707 3.1171 -0.1294 0.120
H 5.4430 4.2070 -1.5238 0.111
H 3.8971 1.9904 -3.6412 0.098
H 4.8651 3.4484 -3.4473 0.114
H 1.8359 3.3331 -3.0493 0.057
H 2.6353 3.8458 -4.5463 0.069
H 2.8386 4.7932 -3.0648 0.060
H 3.9181 0.1014 -2.7102 0.085
H 2.2521 0.7193 -2.6162 0.058
H 2.8385 -0.4257 -1.4125 0.047
H 3.8223 1.9449 0.7946 0.027
```

Computed properties:
DFT total energy ... -8309.5444 a.u.
Net charge ... -1
ΔE to the lowest compared entry with this formula, charge and spin ... 11.7 kcal per mole
E_HOMO ... -0.1446 hartree
Largest force on an atom ... 1.04 eV/A
Lowest unoccupied orbital energy ... 1.9 eV